# 1
12
Properties=species:S:1:pos:R:3:forces:R:3 method="wB97M-V/def2-TZVPD" total_energy_ev=-9810.5758 total_charge=0 lumo_ev=0.4925 e_above_lowest_kj_mol=360.8 smiles="CC1=C(O)N1C=O"
C -1.783814 -0.649426 0.241016 0.1 0.0 0.0
C -0.601841 0.226919 0.174826 0.2 0.1 0.0
C 0.229249 1.184041 0.073156 -0.4 -0.2 -0.1
O 0.561252 2.429243 -0.232242 0.1 0.0 0.0
N 0.933213 0.083020 0.661610 0.0 -0.3 0.1
C 1.657371 -0.811182 -0.160399 -0.2 -0.3 -0.2
O 1.153543 -1.607187 -0.916847 0.2 0.4 0.3
H -1.597377 -1.559596 -0.336205 0.0 0.1 0.1
H -2.001140 -0.927508 1.278778 0.1 0.0 -0.1
H -2.666133 -0.148560 -0.171779 0.2 0.0 0.1
H 1.456703 2.590651 0.095875 -0.1 0.0 0.0
H 2.745227 -0.802671 0.044783 -0.2 0.1 0.0


# 2
12
Properties=species:S:1:pos:R:3:forces:R:3 method="wB97M-V/def2-TZVPD" total_energy_ev=-9811.4390 total_charge=0 lumo_ev=-0.1881 e_above_lowest_kj_mol=277.5 smiles="O=CC(=O)N1CC1"
O 3.056433 -0.479062 -0.549475 -0.5 -0.1 0.0
C 1.870968 -0.652272 -0.489539 0.7 0.1 -0.1
C 1.006761 -0.077330 0.638900 0.2 0.2 0.4
O 1.416537 0.347140 1.692445 0.0 -0.2 -0.4
N -0.308250 -0.232268 0.321466 0.5 -0.6 0.2
C -1.075720 0.177825 -0.795577 -0.5 0.4 0.4
C -1.440262 0.461759 0.757555 -0.4 -0.2 -0.6
H 1.315033 -1.256869 -1.241301 0.1 0.1 0.1
H -1.335955 -0.675886 -1.449435 -1.0 0.6 0.7
H -0.972569 1.095712 -1.356957 1.0 0.2 0.1
H -1.206093 1.349061 1.385696 -0.4 0.0 -1.3
H -2.326879 -0.057812 1.086223 0.3 -0.6 0.3


# 3
12
Properties=species:S:1:pos:R:3:forces:R:3 method="wB97M-V/def2-TZVPD" total_energy_ev=-9811.2114 total_charge=0 lumo_ev=0.7400 e_above_lowest_kj_mol=299.4
C 0.818932 -0.654840 -1.282098 0.0 0.0 0.1
C 0.376050 0.042532 -0.040608 -0.1 -0.1 -0.2
C -0.828172 -0.172921 0.869218 -0.2 0.2 0.2
O -1.577864 -1.244817 1.084020 0.0 0.1 0.1
N -0.952573 1.019199 1.333577 -0.1 -0.4 -0.1
C 0.170004 1.405710 0.424825 0.0 0.3 -0.3
O 1.337323 0.718379 0.810488 0.1 0.0 0.1
H 1.398613 0.020382 -1.919888 -0.1 -0.1 0.1
H 1.445509 -1.513749 -1.016841 -0.1 0.1 -0.1
H -0.053181 -1.025923 -1.831493 0.2 0.1 0.0
H -2.323644 -0.962939 1.643215 0.2 -0.1 -0.1
H 0.189003 2.368988 -0.074416 0.2 -0.2 0.1


# 4
12
Properties=species:S:1:pos:R:3:forces:R:3 method="wB97M-V/def2-TZVPD" total_energy_ev=-9810.1813 total_charge=0 lumo_ev=0.8460 e_above_lowest_kj_mol=398.8
C 1.148220 -0.679279 0.435598 0.9 -2.3 -0.3
C -0.302240 -1.200053 0.297964 0.9 -1.8 0.4
C 1.519587 1.638015 -0.315329 -0.1 0.9 0.8
C -1.556222 0.521759 -0.311693 -2.7 3.9 -2.8
N 1.389030 0.484725 -0.084502 0.4 -1.4 0.9
O -0.942877 -0.509269 -0.753583 1.1 -1.5 -0.1
O -1.822406 0.871404 0.791433 0.2 0.0 1.1
H 1.967074 -1.404366 0.897252 -1.7 2.2 -1.2
H -0.551626 -2.295463 0.079396 1.3 1.3 0.4
H -0.751688 -0.930576 1.239262 -0.6 -0.2 0.2
H 1.803646 2.366175 -1.034237 0.2 -0.2 -0.8
H -1.900501 1.136929 -1.241566 0.4 -0.8 1.3


# 5
12
Properties=species:S:1:pos:R:3:forces:R:3 method="wB97M-V/def2-TZVPD" total_energy_ev=-9811.2537 total_charge=0 lumo_ev=-0.7120 e_above_lowest_kj_mol=295.4
O -2.487795 0.430103 1.237375 0.0 -0.3 -0.2
C -1.698624 -0.099697 0.498410 -0.6 -0.1 0.4
C -0.244894 0.030020 0.701533 -0.3 0.8 -0.9
C 0.791570 -0.898615 0.222456 -0.1 0.4 -0.2
N 1.662760 0.080511 -0.461551 0.9 -0.5 -1.2
C 0.954665 0.932357 -1.099994 0.8 -0.4 0.3
O -0.312969 1.138924 -0.866039 0.5 -1.1 2.1
H -1.971968 -0.651737 -0.416913 -0.2 -0.1 0.2
H 0.065216 0.615728 1.577192 -0.3 0.3 -0.6
H 0.398565 -1.647640 -0.485140 0.1 0.3 0.1
H 1.387248 -1.423504 0.983541 -0.5 0.4 0.0
H 1.456228 1.493552 -1.890870 -0.3 0.3 0.1


# 6
12
Properties=species:S:1:pos:R:3:forces:R:3 method="wB97M-V/def2-TZVPD" total_energy_ev=-9808.6130 total_charge=0 lumo_ev=0.6832 e_above_lowest_kj_mol=550.1 smiles="C#C/C(=N/O)OC"
C -0.154029 -0.469263 1.740070 1.3 -0.8 2.8
C -0.063890 0.073140 -0.571381 -1.2 0.1 -1.9
C -0.428462 -0.397984 -1.914857 -0.1 -0.7 0.7
C -0.654204 -0.989637 -2.938895 0.3 0.0 -2.2
H -0.136467 -1.436647 2.359853 -0.2 1.2 -1.2
H -1.109925 0.101542 2.108288 1.9 -0.8 -1.4
H 0.857678 0.086748 1.988799 -2.7 -1.2 -0.3
H 1.482046 2.344060 0.719619 -1.2 -0.7 -0.9
H -0.706285 -1.329489 -4.023249 -0.1 0.5 2.3
N 0.173109 1.344483 -0.573991 2.1 -0.7 2.5
O -0.109860 -0.908484 0.349737 0.1 1.7 0.5
O 0.850289 1.581531 0.756007 0.0 1.3 -1.0


# 7
13
Properties=species:S:1:pos:R:3:forces:R:3 method="wB97M-V/def2-TZVPD" total_energy_ev=-20646.6936 total_charge=0 lumo_ev=0.3869 e_above_lowest_kj_mol=336.4 smiles="Cc1cc(=O)n(O)s1"
C -0.688446 -0.934390 0.024633 1.4 -2.8 1.5
C -0.063610 0.230814 0.057705 -0.2 2.6 -1.3
C -2.145395 -0.889805 0.079834 -2.2 -2.2 -1.2
C 1.372861 0.650218 0.128303 1.4 -2.0 0.1
N -2.514014 0.410209 0.124293 -0.2 2.5 -0.2
O -2.978915 -1.818906 -0.037916 1.7 1.6 0.5
O -3.835998 0.896125 0.084202 2.8 1.0 3.0
S -1.226826 1.596416 -0.108885 -0.5 -1.8 0.6
H -0.134184 -1.932051 0.217516 -1.1 1.8 -0.7
H 1.602598 0.846517 1.148911 0.0 0.5 1.1
H 1.791959 1.490673 -0.430510 -0.9 -0.1 -0.3
H 2.064399 -0.223578 -0.055862 -0.9 0.7 -0.2
H -4.244635 0.515787 -0.634734 -1.3 -1.7 -2.9


# 8
13
Properties=species:S:1:pos:R:3:forces:R:3 method="wB97M-V/def2-TZVPD" total_energy_ev=-20649.1598 total_charge=0 lumo_ev=0.5116 e_above_lowest_kj_mol=98.4 smiles="CN1C(=O)CSC1=O"
C -1.650055 1.588467 -0.176342 1.1 -1.1 0.4
C -0.986152 -0.777460 0.015911 4.3 1.0 1.3
C 0.121846 -1.719507 0.296250 2.5 0.9 0.8
C 0.815427 0.829850 0.065304 -1.9 1.3 0.6
H -1.282981 2.275840 -1.002543 -0.8 -1.2 0.7
H -1.715465 2.236030 0.717167 -0.3 -0.5 -0.4
H -2.582532 0.897842 -0.327908 1.7 1.9 0.0
H 0.115962 -2.549359 -0.379330 -0.1 -0.6 0.0
H 0.100816 -2.010036 1.413417 0.4 0.4 -1.9
N -0.544028 0.529775 0.093510 -3.1 1.1 -1.0
O -2.067341 -1.185312 -0.069526 -4.8 -0.9 -0.8
O 1.128668 1.985633 0.245864 1.1 -1.0 -0.6
S 1.679711 -0.655588 -0.230800 -0.1 -1.4 1.0


Number 1: Kohn-Sham gap 8.929 eV. Number 2: Kohn-Sham gap 9.742 eV. Number 3: Kohn-Sham gap 10.286 eV. Number 4: Kohn-Sham gap 8.451 eV. Number 5: Kohn-Sham gap 8.945 eV. Number 6: Kohn-Sham gap 10.182 eV. Number 7: Kohn-Sham gap 9.253 eV. Number 8: Kohn-Sham gap 10.462 eV.